DFT (ωB97M-V/def2-TZVPD) results for 8 unconnected molecules or ions with the total composition C4H26N3O7 in a non-equilibrium geometry.

XYZ file:
```
40
Properties=species:S:1:pos:R:3:forces:R:3
C -1.20846 -1.21497 -3.46590 0.2 1.2 0.4
C -2.24064 -0.70174 -2.41071 0.5 -1.0 0.7
C -1.84153 -1.09680 -0.99760 -1.9 -1.7 -0.7
C -2.40778 -2.20272 -0.43959 0.1 1.6 -0.3
N -2.11575 -2.81527 0.73564 -0.1 -0.1 0.1
N -0.81094 -0.34669 -0.32266 -0.1 1.1 1.4
N 0.20213 -0.88866 -3.07486 -1.1 0.4 0.4
H -1.56340 -0.74465 -4.41684 0.6 -0.8 0.3
H -1.16760 -2.29983 -3.44111 -0.8 -0.1 -0.5
H -3.23527 -1.11610 -2.66186 0.6 -0.2 0.2
H -2.44932 0.35011 -2.38799 0.5 1.0 -0.6
H -3.31321 -2.55317 -0.93117 0.4 -0.2 -0.1
H -1.23825 -2.68353 1.20473 -0.1 -0.1 0.2
H -2.77268 -3.47955 1.09914 0.2 -0.2 0.0
H -1.10210 0.46298 0.29429 -1.0 -0.4 -0.4
H -0.20596 0.18854 -0.94736 0.6 -0.9 0.0
H -0.40083 -0.94635 0.40223 0.9 0.3 -0.5
H 0.86779 -1.03197 -3.82121 -0.1 0.0 -0.1
H 0.23500 0.08314 -2.79744 0.4 0.3 -0.5
H 2.88753 0.98905 1.82427 0.5 0.3 -0.4
H 2.62621 0.67544 0.24676 0.7 0.2 0.4
O 2.25836 0.93133 1.10057 -1.5 0.2 -0.8
H -1.01499 1.29296 2.23697 -0.2 0.4 0.0
H -1.80968 2.54586 1.83436 0.1 0.6 0.0
O -1.76870 1.60473 1.71385 -0.1 -1.1 0.1
H 0.91214 2.04847 0.09229 -0.3 -0.2 0.0
H 0.16033 3.27509 -0.29535 -0.4 0.2 -0.3
O 0.05991 2.31915 -0.30452 1.0 0.0 0.1
H 3.98499 1.15222 -1.36479 0.0 -0.2 -0.6
H 3.64881 2.55727 -1.15183 -0.3 0.4 -0.3
O 3.37808 1.82117 -1.71624 0.4 -0.3 0.9
H 4.19362 -1.46922 1.80999 0.0 0.0 0.1
H 2.89088 -0.63436 1.87034 0.2 -0.6 0.1
O 3.71536 -0.82457 2.34140 0.0 -0.1 0.1
H 1.19234 3.15903 2.70776 0.3 0.0 0.8
H 1.36377 2.13631 3.95996 0.1 0.8 -0.1
O 1.06818 2.27057 3.05472 -0.5 -0.8 -0.3
H -1.79211 -1.14235 2.77125 0.4 0.2 0.3
H -0.28724 -0.74276 3.18692 -0.5 -0.2 0.1
O -0.89896 -0.92813 2.46157 0.4 -0.1 -0.2
```
Forces are in eV/Å.

The HOMO-LUMO gap is 8.476 eV. Its energy above the lowest of the compared OMol25 structures with the same formula, charge and spin is 47.49 kcal per mole. For the lowest unoccupied orbital energy, the calculation gives -0.101 Eh. The value obtained for the total energy is -858.6892 hartree. As for the HOMO energy: -11.24 eV. The charge is +1.


DFT (ωB97M-V/def2-TZVPD) results for 2 unconnected molecules or ions with the total composition C34H38N2O4 in a non-equilibrium geometry.

XYZ file:
```
78
Properties=species:S:1:pos:R:3:forces:R:3
C -6.55135 -2.36157 5.00613 0.0 0.3 0.4
C -7.05194 -1.81083 3.66522 0.2 -0.1 -0.3
C -6.02300 -0.76406 3.21422 -0.6 0.4 -0.5
N -4.91195 -0.85430 4.13972 1.1 0.7 -0.1
C -3.74966 -0.17348 3.93554 -0.6 -0.5 0.1
C -3.64444 0.76310 2.86506 0.2 0.3 -0.3
C -2.45919 1.41445 2.60584 -0.2 0.1 0.0
C -1.26688 1.10526 3.33628 0.7 -0.2 0.0
C 0.01975 1.61101 3.01661 -1.2 -0.6 0.5
C 1.21842 0.86463 3.34848 0.8 -0.8 0.6
C 1.40833 -0.43377 2.79272 -0.4 0.4 0.3
C 2.55219 -1.17308 3.02384 0.4 0.2 0.2
C 3.55205 -0.69733 3.91933 -0.4 0.1 0.0
N 4.70414 -1.40910 4.12470 -0.2 0.1 -0.1
C 5.55422 -1.26550 5.29105 0.3 0.5 0.3
C 6.73893 -2.22992 5.06923 -0.4 -0.1 0.3
C 6.65826 -2.67339 3.60556 0.0 0.4 -0.2
C 5.24027 -2.32608 3.13385 -0.3 -0.5 -0.3
C 3.29469 0.52056 4.60425 0.0 -0.1 0.0
C 2.20043 1.30648 4.27966 -0.3 0.0 -0.7
C -1.40816 0.20259 4.44427 -0.2 -0.6 -0.2
C -2.60743 -0.39603 4.75791 0.5 0.1 0.1
C -5.09574 -1.87456 5.15919 0.2 -0.7 0.4
H -7.15525 -1.95338 5.82360 0.1 -0.1 -0.1
H -6.61321 -3.45171 5.05399 0.0 0.2 0.0
H -7.11613 -2.60310 2.91292 -0.1 0.1 0.2
H -8.03521 -1.34830 3.75846 0.1 -0.2 0.0
H -5.68630 -0.94896 2.18255 0.0 0.0 0.3
H -6.46915 0.24330 3.22538 0.2 -0.2 0.1
H -4.51866 0.95174 2.23451 0.5 0.1 0.3
H -2.39286 2.14272 1.79532 -0.1 -0.2 0.2
H 0.10405 2.55700 2.49838 0.2 0.3 -0.3
H 0.63286 -0.83996 2.14300 0.2 0.1 0.1
H 2.68026 -2.15477 2.56174 -0.1 0.4 0.1
H 5.90592 -0.22614 5.39351 0.0 -0.2 -0.1
H 5.01718 -1.50516 6.22387 0.0 0.1 -0.3
H 7.68313 -1.73375 5.30118 -0.1 -0.1 0.0
H 6.63680 -3.09298 5.73627 0.1 0.2 -0.1
H 7.38076 -2.11292 3.00606 0.0 -0.1 0.0
H 6.86533 -3.73566 3.48580 0.0 0.1 0.0
H 4.61852 -3.23398 3.06594 0.1 0.1 0.0
H 5.24414 -1.86612 2.13194 -0.1 -0.1 0.3
H 3.99306 0.84346 5.37960 -0.3 0.0 -0.3
H 2.05012 2.26937 4.76467 0.2 -0.2 -0.1
H -0.52385 -0.01040 5.04353 -0.2 0.1 -0.1
H -2.67073 -1.06550 5.61974 0.0 0.3 -0.3
H -4.90295 -1.48763 6.17332 -0.1 0.0 -0.4
H -4.39053 -2.71331 5.00465 -0.2 0.3 0.0
C -1.40182 3.21410 -2.26299 -0.4 0.0 0.1
C 0.07024 3.54760 -2.42964 0.7 0.7 -0.1
C 0.58695 2.98798 -3.76045 0.1 0.2 0.4
O 0.27220 4.97188 -2.49613 -0.5 -0.7 0.0
C -0.13452 5.62621 -1.33924 -0.2 -0.7 1.1
O -0.52824 6.77751 -1.43290 0.3 0.0 -0.3
C -0.02446 4.86339 -0.10824 0.9 -0.7 -2.5
C -0.26506 5.59912 1.13390 -0.6 0.8 0.6
C -1.75442 5.67359 1.47524 0.5 -0.3 0.1
C -2.26925 4.86381 2.49471 -0.3 0.2 -0.3
C -3.65031 4.75960 2.67422 0.0 0.1 -0.1
C -4.51821 5.50460 1.86569 0.0 0.0 0.1
C -4.00214 6.38221 0.90492 0.5 -0.2 0.1
C -2.61792 6.45448 0.70089 -0.5 0.0 0.2
C 0.79439 3.67701 -0.14687 -1.0 1.8 0.0
O 1.43689 3.24191 0.80064 0.0 -1.0 0.3
O 0.87189 3.02195 -1.35561 0.0 -0.2 -0.4
H -1.81874 3.67900 -1.36237 0.1 -0.2 -0.2
H -1.94328 3.59065 -3.14051 0.1 -0.1 0.2
H -1.52498 2.12792 -2.19272 0.0 0.1 -0.1
H 1.61911 3.30142 -3.93407 -0.1 0.0 0.1
H 0.53651 1.89529 -3.75823 0.0 0.1 0.0
H -0.03793 3.38172 -4.57030 0.1 -0.1 0.2
H 0.27150 5.09069 1.93667 0.1 0.3 0.1
H 0.10029 6.62060 0.95590 0.1 -0.1 0.5
H -1.57166 4.29981 3.12354 -0.3 0.1 -0.2
H -4.03924 4.08165 3.44116 0.0 0.3 -0.2
H -5.59974 5.40164 1.98422 0.3 0.1 0.0
H -4.66412 6.99998 0.29502 0.1 -0.2 0.2
H -2.19557 7.09554 -0.07220 -0.1 -0.2 0.2
```
Forces are in eV/Å.

The HOMO-LUMO gap is 3.666 eV. Its energy above the lowest of the compared OMol25 structures with the same formula, charge and spin is 0.00 kcal per mole. For the lowest unoccupied orbital energy, the calculation gives -0.082 Eh. The value obtained for the total energy is -1728.8004 hartree. As for the HOMO energy: -5.89 eV. The charge is 0.


DFT (ωB97M-V/def2-TZVPD) results for a molecular structure, C11H23AsCdNO7PS4.

XYZ file:
```
49
Properties=species:S:1:pos:R:3:forces:R:3
Cd 0.20099 1.34249 0.63377 0.0 -0.3 0.0
O 4.94336 0.85520 0.20540 0.1 0.0 -0.1
C 3.79352 1.03007 0.90160 -0.2 0.1 0.2
O 3.25213 2.08917 1.01074 0.0 0.0 -0.1
C 3.33273 -0.26687 1.51394 0.0 0.0 0.0
O 2.21079 -0.03352 2.32120 0.0 0.0 -0.1
C 1.40323 -1.18896 2.48026 0.1 0.0 0.1
C 0.82439 -1.71971 1.15589 0.0 -0.1 0.1
O 0.57523 -2.93126 1.10115 0.0 0.0 0.0
O 0.65079 -0.86349 0.24412 0.2 0.2 0.0
H 5.02799 1.65956 -0.32748 0.0 0.0 0.0
H 3.11645 -0.94385 0.68113 0.0 0.0 0.0
H 4.16415 -0.69213 2.09491 0.0 0.0 0.0
H 1.96061 -1.99381 2.97211 0.0 0.0 0.0
H 0.57640 -0.88577 3.12667 0.0 0.0 0.0
S -3.69485 3.24214 1.05754 0.1 -0.1 0.0
As -1.65786 3.87413 0.95026 -0.2 0.2 0.0
S -0.41273 2.83841 2.51235 0.0 0.0 0.0
S -0.68578 3.06020 -0.91981 0.0 0.1 0.0
S -1.40837 5.97948 1.04180 0.1 -0.1 0.0
C -2.79787 -2.41193 -0.16254 0.0 0.0 0.0
N -3.17846 -1.79368 1.09958 -0.1 0.1 0.0
C -3.97613 -2.53633 2.04435 0.0 0.0 0.0
C -2.60902 -0.58518 1.39369 0.1 0.0 -0.2
C -2.86713 0.02337 2.74089 0.0 0.1 0.0
O -1.91874 -0.03517 0.54672 -0.1 -0.1 0.1
H -3.43449 -3.28190 -0.32802 0.0 0.0 0.0
H -1.75027 -2.72298 -0.15300 0.0 0.0 0.0
H -2.93419 -1.70173 -0.97751 0.0 0.0 0.0
H -4.59809 -3.24627 1.49838 0.0 0.0 0.0
H -4.63802 -1.87334 2.59980 0.0 0.0 0.0
H -3.37022 -3.10258 2.76271 0.0 0.0 0.0
H -2.97922 -0.71815 3.53264 0.0 0.0 0.0
H -3.75857 0.65132 2.66846 0.0 0.0 0.0
H -2.05486 0.71617 2.96357 0.0 0.0 0.0
C 2.43241 -0.45100 -4.02404 0.0 0.0 0.0
P 1.61442 0.65719 -2.83751 0.0 0.1 0.1
C 1.39896 2.20908 -3.72509 0.0 0.0 0.0
C -0.02503 -0.04659 -2.63804 0.0 0.0 0.0
O 2.43176 0.81173 -1.60167 0.0 0.0 0.0
H 1.90321 -0.47612 -4.97752 0.0 0.0 0.0
H 2.45756 -1.45390 -3.59653 0.0 0.0 0.0
H 3.45623 -0.11007 -4.18044 0.0 0.0 0.0
H 0.87007 2.06276 -4.66805 0.0 0.0 0.0
H 2.38220 2.64338 -3.91059 0.0 0.0 0.0
H 0.82725 2.88439 -3.08281 0.0 0.0 0.0
H -0.37851 -0.44624 -3.59080 0.0 0.0 0.0
H -0.71650 0.71636 -2.27082 0.0 0.0 0.0
H 0.03805 -0.83406 -1.88335 0.0 0.0 0.0
```
Forces are in eV/Å.

The HOMO-LUMO gap is 5.206 eV. Its energy above the lowest of the compared OMol25 structures with the same formula, charge and spin is 2.48 kcal per mole. For the lowest unoccupied orbital energy, the calculation gives 0.161 Eh. The value obtained for the total energy is -5352.2479 hartree. As for the HOMO energy: -0.82 eV. The charge is -2.